# 1
{
  "formula": "C10H30O10",
  "method": "the ωB97M-V functional and the def2-TZVPD basis",
  "gap_ev": 9.02,
  "smiles": "OCCO.OCCO.OCCO.OCCO.OCCO",
  "e_above_lowest_kcal_mol": 22.1,
  "fmax_ev_per_a": 2.87,
  "symbols": ["C", "C", "O", "O", "H", "H", "H", "H", "H", "H", "C", "C", "O", "O", "H", "H", "H", "H", "H", "H", "C", "C", "O", "O", "H", "H", "H", "H", "H", "H", "C", "C", "O", "O", "H", "H", "H", "H", "H", "H", "C", "C", "O", "O", "H", "H", "H", "H", "H", "H"],
  "coordinates": [[-1.35999, -5.09315, 0.34586], [-2.04867, -4.14141, 1.31765], [-1.44211, -2.87588, 1.31714], [-0.08430, -5.49184, 0.82317], [-1.34863, -4.57608, -0.61363], [-2.06707, -5.92194, 0.31054], [-1.86770, -4.61304, 2.28351], [-3.07507, -3.97474, 0.99079], [-0.50067, -3.05890, 1.35961], [0.55344, -4.87629, 0.45441], [3.63002, -0.69967, 1.11208], [2.13621, -0.35798, 1.25307], [1.53337, 0.20037, 0.08266], [3.85774, -1.85104, 0.40840], [3.95842, -0.81768, 2.14471], [4.29414, 0.03104, 0.65044], [2.00635, 0.18472, 2.18940], [1.55762, -1.25789, 1.46165], [2.05737, -0.14457, -0.64401], [4.80342, -2.01456, 0.38500], [0.88499, 3.54515, -1.37098], [2.06775, 3.05880, -2.33556], [2.06032, 1.64887, -2.62349], [1.07823, 3.08134, -0.09074], [-0.07231, 3.25398, -1.80327], [0.85466, 4.63447, -1.39498], [3.01586, 3.22301, -1.82349], [2.15930, 3.74701, -3.17584], [2.97026, 1.36034, -2.72528], [1.25393, 2.14047, -0.16492], [-1.55835, 2.75583, 2.16298], [-2.27519, 2.97591, 0.84654], [-3.23035, 1.96187, 0.73252], [-0.50739, 3.64225, 2.25697], [-1.15530, 1.74429, 2.21243], [-2.31703, 2.92996, 2.92598], [-1.58366, 2.99858, 0.00430], [-2.78995, 3.93600, 0.80969], [-2.76996, 1.12912, 0.60542], [0.09286, 3.46059, 1.53013], [-1.47258, 0.22318, -1.50890], [-1.98386, -1.13580, -1.94746], [-1.04231, -2.14531, -1.68795], [-1.23375, 0.14077, -0.12086], [-2.16002, 1.04600, -1.70511], [-0.50165, 0.48505, -1.92941], [-2.15343, -1.19010, -3.02282], [-2.98752, -1.29041, -1.55138], [-0.95102, -2.24809, -0.73783], [-0.28642, 0.23742, 0.00089]],
  "mulliken_charge": [-0.51, -0.29, -0.36, -0.54, 0.26, 0.39, 0.27, 0.39, 0.09, 0.33, -0.62, -0.15, -0.42, -0.49, 0.38, 0.37, 0.42, -0.03, 0.14, 0.30, -0.35, -0.64, -0.48, -0.55, 0.17, 0.47, 0.33, 0.37, 0.30, 0.32, -0.28, 0.44, -0.62, -0.56, 0.12, 0.30, -0.50, 0.38, 0.28, 0.49, 0.04, -0.78, -0.49, -0.13, 0.31, 0.03, 0.41, 0.32, 0.22, 0.17]
}

***

# 2
{
  "formula": "C10H30O5S5",
  "method": "the ωB97M-V functional and the def2-TZVPD basis",
  "gap_ev": 8.58,
  "e_above_lowest_kcal_mol": 48.6,
  "fmax_ev_per_a": 4.03,
  "symbols": ["C", "S", "O", "C", "H", "H", "H", "H", "H", "H", "C", "S", "O", "C", "H", "H", "H", "H", "H", "H", "C", "S", "O", "C", "H", "H", "H", "H", "H", "H", "C", "S", "O", "C", "H", "H", "H", "H", "H", "H", "C", "S", "O", "C", "H", "H", "H", "H", "H", "H"],
  "coordinates": [[-1.39733, 1.10195, -4.20760], [-2.73930, 2.27328, -4.36688], [-3.90516, 1.29654, -4.66915], [-2.84614, 2.66446, -2.64934], [-0.58839, 1.47536, -3.68482], [-1.11422, 0.66793, -5.18889], [-1.56423, 0.15986, -3.76739], [-1.87962, 2.70671, -2.21460], [-3.31769, 2.01157, -2.01993], [-3.38814, 3.58892, -2.62511], [-2.07151, -2.60669, 0.36361], [-2.62077, -1.85994, -1.14902], [-2.04146, -0.43686, -1.01672], [-1.47531, -2.67307, -2.17929], [-2.40884, -2.07776, 1.20690], [-1.01555, -2.51734, 0.43665], [-2.33424, -3.71955, 0.44712], [-1.91032, -3.63389, -2.38588], [-0.47745, -2.89320, -1.71822], [-1.30687, -2.20525, -3.20749], [-2.59815, 2.67121, 1.91825], [-1.53495, 1.91191, 0.67999], [-0.45939, 2.96026, 0.40842], [-0.82697, 0.71199, 1.83827], [-2.98286, 3.59560, 1.55512], [-1.96612, 2.87339, 2.81872], [-3.54138, 2.21247, 2.06883], [-0.30177, 1.18907, 2.64090], [-0.14602, 0.03213, 1.30782], [-1.64850, 0.18303, 2.26580], [4.57701, -1.71759, 3.16610], [2.95424, -1.08237, 3.00053], [2.33669, -2.01693, 1.95377], [2.33134, -1.58451, 4.55204], [5.15367, -1.46411, 2.34118], [4.64082, -2.73649, 3.45594], [4.99059, -1.09493, 3.97251], [2.73547, -2.48209, 4.97229], [1.25558, -1.65086, 4.53989], [2.71849, -0.96461, 5.29730], [3.47828, 0.48308, -0.53254], [2.00034, 1.53717, -0.62429], [2.24016, 2.45743, -1.82555], [1.06344, 0.17671, -1.24300], [3.66009, 0.04823, -1.48360], [3.34801, -0.26283, 0.20678], [4.32272, 1.20174, -0.35408], [0.75001, -0.58551, -0.51735], [1.66466, -0.41571, -2.02067], [0.18703, 0.49011, -1.76333]],
  "mulliken_charge": [-0.65, 0.41, -0.66, -0.84, 0.39, 0.45, -0.11, 0.19, 0.35, 0.45, -0.78, 0.35, -0.30, -0.89, 0.34, 0.13, 0.33, 0.44, 0.24, 0.26, -1.31, 0.84, -0.67, -0.85, 0.43, 0.31, 0.42, 0.48, -0.16, 0.47, -1.11, 0.65, -0.63, -1.10, 0.36, 0.33, 0.39, 0.37, 0.31, 0.46, -1.07, 0.68, -0.70, -0.31, 0.37, 0.30, 0.35, 0.05, 0.49, -0.24]
}

***

# 3
{
  "formula": "C10H30OP2SSiTc",
  "method": "the ωB97M-V functional and the def2-TZVPD basis",
  "gap_ev": [6.56, 6.29],
  "s_squared": 3.769,
  "e_above_lowest_kcal_mol": 40.2,
  "fmax_ev_per_a": 6.41,
  "spin_multiplicity": 4,
  "symbols": ["Tc", "Si", "P", "P", "H", "C", "H", "H", "H", "C", "H", "H", "H", "C", "H", "H", "H", "C", "H", "H", "H", "C", "H", "H", "H", "C", "H", "H", "H", "C", "H", "H", "H", "H", "H", "C", "O", "C", "H", "H", "H", "C", "H", "H", "H", "S"],
  "coordinates": [[-0.02351, -0.16130, 0.04999], [1.34275, 1.08155, 1.62770], [-1.77829, 1.45873, 0.55955], [0.87442, -2.00615, 1.07856], [-0.04930, -1.58733, -1.76968], [-3.44175, 1.15904, -0.19732], [-4.03768, 2.09845, -0.28567], [-3.99800, 0.43439, 0.42631], [-3.30647, 0.73089, -1.20490], [-1.28918, 3.00273, -0.37673], [-2.08436, 3.77066, -0.30350], [-1.12477, 2.72443, -1.42044], [-0.35411, 3.39156, 0.06181], [-2.24940, 2.20911, 2.20190], [-2.86529, 3.10757, 2.06578], [-1.34598, 2.48280, 2.74479], [-2.80338, 1.49119, 2.80483], [0.18568, -3.61241, 0.52018], [0.95068, -4.41048, 0.59709], [-0.10075, -3.46700, -0.52859], [-0.70530, -3.87361, 1.10850], [2.58221, -2.15230, 0.34657], [3.00664, -3.13071, 0.61259], [3.21231, -1.32553, 0.73136], [2.45627, -2.06221, -0.74331], [1.18282, -2.36843, 2.88186], [1.84741, -3.24410, 2.97861], [0.23277, -2.57260, 3.38750], [1.65069, -1.50159, 3.35948], [2.65549, 1.92625, 0.51395], [2.13490, 2.57178, -0.20657], [3.25001, 1.14556, 0.02187], [3.26746, 2.51791, 1.21108], [0.81194, 2.24253, 2.36724], [2.18542, 0.46673, 2.67481], [0.02159, -0.56327, -2.42124], [0.31450, 0.62799, -1.52363], [-1.39679, -0.20261, -3.08129], [-1.42793, -0.09872, -4.15275], [-1.90680, 0.72371, -2.69595], [-2.05555, -0.98972, -2.86618], [1.06809, -0.37826, -3.53316], [1.14675, -1.26117, -4.21501], [2.07198, -0.30112, -3.07441], [1.07134, 0.51276, -4.23386], [-1.17952, -0.60771, 1.90028]],
  "lowdin_spin": [1.44, 0.00, 0.20, 0.12, 0.01, 0.02, 0.00, 0.00, 0.00, 0.06, 0.01, 0.00, 0.00, 0.03, 0.00, 0.00, 0.00, 0.01, 0.00, 0.00, 0.00, 0.06, 0.01, 0.00, 0.01, 0.02, 0.00, 0.01, 0.00, 0.01, 0.00, 0.00, 0.00, 0.00, 0.00, 0.04, 0.18, 0.00, 0.00, 0.00, 0.00, 0.00, 0.00, 0.00, 0.00, 0.75]
}

***

# 4
{
  "formula": "C10H31BrFeO6",
  "method": "the ωB97M-V functional and the def2-TZVPD basis",
  "gap_ev": [6.04, 5.56],
  "s_squared": 6.056,
  "e_above_lowest_kcal_mol": 175.2,
  "fmax_ev_per_a": 2.45,
  "spin_multiplicity": 5,
  "symbols": ["Fe", "O", "H", "Br", "C", "C", "O", "H", "H", "H", "H", "H", "H", "C", "C", "O", "H", "H", "H", "H", "H", "H", "C", "C", "O", "H", "H", "H", "H", "H", "H", "C", "C", "O", "H", "H", "H", "H", "H", "H", "C", "C", "O", "H", "H", "H", "H", "H", "H"],
  "coordinates": [[0.43106, 0.48877, -1.37170], [1.26859, -0.52071, 1.18954], [1.56921, -1.40436, 1.47823], [-0.57607, 1.57889, -4.70960], [-2.03193, -2.28698, 6.00014], [-0.94075, -2.20730, 4.85144], [-1.52479, -1.62855, 3.73339], [-2.76576, -3.03890, 5.70997], [-2.41719, -1.29118, 6.21932], [-1.62315, -2.74692, 6.89985], [-0.57719, -3.21323, 4.64157], [-0.12184, -1.58450, 5.21144], [-0.85589, -1.44705, 3.06914], [4.71393, 3.37050, -2.16829], [4.46808, 2.15207, -1.19742], [3.71346, 1.19236, -1.95660], [5.34720, 4.11677, -1.68857], [3.82434, 3.91826, -2.47923], [5.22744, 3.02352, -3.06496], [3.88160, 2.42734, -0.32086], [5.38411, 1.69525, -0.82283], [4.36464, 0.86388, -2.58084], [-3.97923, -2.30016, -1.26654], [-3.98718, -0.78512, -1.15372], [-2.69489, -0.40763, -0.63466], [-3.28289, -2.65336, -2.02711], [-4.97322, -2.64500, -1.55143], [-3.76009, -2.75501, -0.30052], [-4.81686, -0.54935, -0.48731], [-4.22948, -0.36957, -2.13185], [-2.81348, -0.43969, 0.31743], [0.52066, -4.76777, -0.86453], [1.52639, -3.84837, -1.50814], [0.90469, -2.75898, -2.15116], [1.10268, -5.55077, -0.37847], [-0.15665, -5.06769, -1.66416], [-0.10194, -4.37059, -0.06283], [2.07472, -4.37613, -2.28845], [2.26065, -3.50515, -0.77933], [0.71875, -2.98530, -3.06538], [-0.29903, 5.93784, -0.97862], [-1.06589, 4.81807, -0.34153], [-0.19599, 3.74112, -0.23336], [0.70837, 6.11146, -0.60032], [-0.86730, 6.81930, -0.68163], [-0.27798, 5.79150, -2.05853], [-1.90345, 4.53872, -0.98072], [-1.45485, 5.10619, 0.63511], [0.28439, 3.81354, 0.59463]],
  "lowdin_spin": [3.78, 0.26, 0.00, -0.06, 0.00, 0.00, 0.00, 0.00, 0.00, 0.00, 0.00, 0.00, 0.00, 0.00, 0.00, 0.00, 0.00, 0.00, 0.00, 0.00, 0.00, 0.00, 0.00, 0.00, 0.00, 0.00, 0.00, 0.00, 0.00, 0.00, 0.00, 0.00, 0.00, 0.00, 0.00, 0.00, 0.00, 0.00, 0.00, 0.00, 0.00, 0.00, 0.01, 0.00, 0.00, 0.00, 0.00, 0.00, 0.00]
}

***

E values (in eV) by entry order: -31328.350, -75263.727, -52390.345, -127580.481.